This record from the OMol25 dataset describes a structure of composition C11H23AlGaNOS2 at a distorted geometry. The level of theory is wB97M-V/def2-TZVPD.

```
! RIJCOSX wB97M-V def2-TZVPD def2/J DEFGRID3
* xyz 2 1
C 0.71436 -2.20797 0.64936
C 1.09880 -1.32247 -0.34287
C 2.35391 -0.97870 -0.72529
Ga 2.95874 0.80397 0.36606
O 2.25033 0.69432 2.04324
C 2.08895 2.28970 -0.59185
C 0.66490 1.78933 -0.90338
C 0.52545 1.21827 -2.31061
S -0.50148 -0.28500 -2.36763
C -1.92833 0.11794 -1.34932
S -3.15510 0.71059 -2.16932
N -1.84673 -0.14293 0.03995
C -2.64158 -1.35931 0.34280
C -1.95859 -2.66339 -0.03187
C -2.33539 1.01336 0.81994
C -2.18568 0.81917 2.31034
H 0.28197 -1.80967 1.55779
H 0.81214 -3.27757 0.54501
H 0.23327 -0.81834 -0.90352
H 2.41113 -0.75364 -1.78790
H 3.11364 -1.70837 -0.46485
H 4.60939 0.95209 0.43845
H 2.54249 -0.11171 2.47781
H 2.04247 3.21215 -0.03142
H 2.65737 2.50684 -1.49052
H -0.02096 2.62223 -0.82430
H 0.36918 1.01932 -0.20495
H 0.16766 1.95290 -3.01799
H 1.48609 0.88340 -2.67777
H -2.87259 -1.41232 1.39444
H -3.59619 -1.34778 -0.17253
H -1.49290 -2.61453 -1.01147
H -2.67805 -3.46323 -0.09365
H -1.18909 -2.92403 0.69923
H -1.73431 1.86289 0.52435
H -3.36335 1.27912 0.59272
H -1.25340 0.34470 2.58931
H -2.98221 0.18401 2.67675
H -2.31132 1.75579 2.82726
Al 6.66500 1.16889 0.57821
*
```

HOMO level, eV: -14.636
Maximum force, hartree/bohr: 0.0806
Kohn-Sham gap, eV: 5.3
LUMO energy, eV: -9.318
Total energy, Eh: -3525.684885

---

This record from the OMol25 dataset describes a cluster of 6 separate species, BH14O5 in total at a distorted geometry. The level of theory is wB97M-V/def2-TZVPD.

```
! RIJCOSX wB97M-V def2-TZVPD def2/J DEFGRID3
* xyz -1 1
B 30.87200 31.92900 7.90200
H 31.35700 30.93400 7.28000
H 30.67400 31.69500 9.07700
H 31.57400 32.96400 7.97900
H 29.84200 32.30000 7.38000
O 28.69200 29.41400 8.16000
H 28.25100 29.10600 7.27900
H 29.47200 30.01800 7.71400
O 30.70500 34.37600 5.32600
H 31.47900 34.19400 4.82500
H 30.68700 33.67500 5.90800
O 34.60100 31.68600 7.35800
H 34.92600 31.07300 8.06700
H 33.71500 31.66400 7.27500
O 29.10600 32.89600 11.03100
H 29.57900 32.22900 10.53600
H 28.65500 33.79500 10.61400
O 32.90500 29.77300 9.62900
H 32.36100 30.37200 9.14400
H 32.50100 29.64000 10.44100
*
```

HOMO level, eV: -5.866
Maximum force, hartree/bohr: 0.1190
Kohn-Sham gap, eV: 9.2
LUMO energy, eV: 3.352
Total energy, Eh: -409.409933

---

This record from the OMol25 dataset describes the molecule C17H29N3O4S2 at a distorted geometry. The level of theory is wB97M-V/def2-TZVPD.

```
! RIJCOSX wB97M-V def2-TZVPD def2/J DEFGRID3
* xyz 0 1
C 3.16805 0.61729 2.09259
C 3.76271 -0.16218 0.92032
C 4.43829 -1.43973 1.41912
O 2.75418 -0.55299 -0.00956
C 2.62790 0.20261 -1.19380
C 1.86770 1.52381 -1.04383
C 0.51397 1.31360 -0.35570
N -0.48106 2.26118 -0.82813
C -0.20855 3.60176 -0.35307
C -1.86515 1.84874 -0.61623
C -2.24309 0.70414 -1.56625
C -3.70600 0.29990 -1.36634
N -4.00687 -0.00418 0.01048
S -3.86398 -1.57756 0.51004
O -4.30803 -1.62535 1.87142
O -4.50411 -2.39294 -0.47445
C -2.12226 -2.00015 0.50795
C -1.31024 -1.80666 1.58240
S 0.31022 -2.25087 1.24787
C -0.11167 -2.73146 -0.36469
C 0.85260 -3.31651 -1.32273
N 2.15388 -3.19889 -0.97066
O 0.47781 -3.89078 -2.32432
C -1.44626 -2.54176 -0.60118
C -3.66937 1.03751 0.94649
C -2.20504 1.46170 0.83504
H 2.75485 1.56658 1.76406
H 2.37752 0.02910 2.55195
H 3.93919 0.81418 2.83229
H 4.50504 0.46214 0.40167
H 5.22937 -1.19531 2.12197
H 4.86877 -1.99085 0.58652
H 3.70535 -2.07046 1.91585
H 3.62156 0.39765 -1.62344
H 2.07600 -0.44813 -1.87953
H 1.69448 1.92175 -2.04418
H 2.47658 2.24094 -0.49148
H 0.17385 0.30693 -0.59753
H 0.64697 1.36875 0.73655
H 0.75993 3.92132 -0.73302
H -0.96505 4.28299 -0.73805
H -0.19082 3.67906 0.74488
H -2.48397 2.71307 -0.88879
H -1.60971 -0.16404 -1.38889
H -2.08578 1.02823 -2.59509
H -3.95213 -0.59099 -1.94473
H -4.36532 1.11647 -1.68197
H -1.59507 -1.44515 2.55040
H 2.44917 -2.47734 -0.32576
H 2.83016 -3.54042 -1.63515
H -1.92603 -2.79637 -1.52818
H -3.89479 0.64828 1.93993
H -4.32255 1.89489 0.74721
H -1.56685 0.63676 1.15130
H -2.02630 2.30972 1.49844
*
```

HOMO level, eV: -8.667
Maximum force, hartree/bohr: 0.0221
Kohn-Sham gap, eV: 8.9
LUMO energy, eV: 0.190
Total energy, Eh: -1926.781510